# 1
DFT (ωB97M-V/def2-TZVPD) results for a 8-piece molecular cluster, C50H41F3O18S overall.

Summary:
Total energy = -3981.46382 Eh
E_HOMO = -0.3714 Ha
Lowest unoccupied orbital energy = -2.04 eV
Gap between HOMO and LUMO = 8.07 eV
2S+1 = 1
Charge = 0
SMILES = CCCCC[C@@H]1OS(=O)(=O)O[C@@H]1C(F)(F)F.O=C1C=CC(=O)C=C1.O=C1C=CC(=O)C=C1.O=C1C=CC(=O)C=C1.O=C1C=CC(=O)C=C1.O=C1C=CC(=O)C=C1.O=C1C=CC(=O)C=C1.O=C1C=CC(=O)C=C1
Max |F| = 7.018 eV/Å

Each line ends with the Mulliken charge.
Positions of all 113 atoms, in Å:
S1 -2.033 2.898 -3.777  1.00
F1 -2.804 0.533 0.186  -0.28
F2 -4.148 -0.628 -1.511  -0.29
F3 -1.913 -1.384 -1.102  -0.26
O1 -8.059 1.932 3.482  -0.61
O2 5.653 -3.710 2.177  -0.38
O3 2.259 5.829 4.880  -0.55
O4 -2.762 4.394 5.879  -0.57
O5 6.511 -2.101 -2.256  -0.56
O6 2.558 -3.011 -9.825  -0.56
O7 5.450 -3.960 7.484  -0.55
O8 1.036 -3.718 0.383  -0.56
O9 -3.038 3.367 2.482  -0.59
O10 -3.339 -6.733 0.206  -0.55
O11 -2.804 4.266 -3.627  -0.53
O12 7.593 -6.944 -0.347  -0.57
O13 -10.252 4.096 -1.628  -0.56
O14 -3.116 1.840 -2.932  -0.39
O15 -0.571 2.743 -2.910  -0.34
O16 1.946 -0.312 -5.285  -0.39
O17 -8.066 6.308 2.685  -0.56
O18 -1.609 2.480 -5.219  -0.52
C1 -6.100 1.575 2.222  -0.42
C2 0.926 -1.314 -7.158  -0.36
C3 3.994 0.554 -1.898  -0.55
C4 5.496 -3.902 6.263  0.32
C5 -0.962 5.825 6.392  -0.38
C6 -6.903 2.262 3.253  0.11
C7 4.854 -4.932 5.421  -0.37
C8 -9.597 6.069 -0.517  -0.41
C9 7.906 -5.369 -2.072  -0.44
C10 5.608 -3.768 3.398  0.28
C11 -9.748 4.605 -0.636  0.29
C12 7.635 -4.151 -2.550  -0.50
C13 3.578 -2.009 -7.951  -0.41
C14 6.250 -2.738 4.239  -0.37
C15 7.344 -5.830 -0.787  0.25
C16 -6.258 3.363 3.995  -0.12
C17 6.469 -4.895 -0.053  -0.25
C18 0.091 -5.867 0.581  -0.36
C19 -2.333 -6.039 0.247  0.21
C20 -8.721 4.336 1.575  -0.12
C21 -4.838 1.936 1.969  -0.22
C22 -9.049 6.626 0.567  -0.39
C23 3.425 -1.332 -6.810  -0.20
C24 -0.693 1.364 -2.340  0.28
C25 -2.394 -4.583 0.008  -0.27
C26 4.907 -4.869 4.087  -0.29
C27 1.079 -1.991 -8.300  -0.37
C28 0.300 6.186 6.140  -0.38
C29 -4.193 3.037 2.712  0.44
C30 2.087 -0.933 -6.329  0.29
C31 -2.773 -0.144 -1.132  0.74
C32 -2.247 0.790 -2.375  0.15
C33 -0.803 4.037 4.619  -0.17
C34 6.197 -2.801 5.573  -0.36
C35 1.104 5.499 5.109  0.35
C36 1.675 1.737 -0.959  -0.61
C37 0.459 4.398 4.367  -0.48
C38 -8.569 5.800 1.693  0.25
C39 -4.996 3.724 3.742  -0.36
C40 6.197 -3.677 -0.532  -0.14
C41 -1.009 -6.624 0.538  -0.42
C42 4.418 -0.614 -3.018  -0.40
C43 6.760 -3.215 -1.816  0.35
C44 2.417 -2.390 -8.780  0.30
C45 0.023 1.541 -0.876  -0.77
C46 -1.607 4.724 5.650  0.51
C47 -9.269 3.779 0.490  -0.26
C48 2.391 0.822 -2.115  -0.17
C49 -1.294 -3.826 0.051  -0.28
C50 0.030 -4.412 0.341  0.31
H1 -1.321 -2.757 -0.123  0.69
H2 5.558 -2.978 -0.005  0.52
H3 -0.982 -7.693 0.712  0.41
H4 -4.509 4.530 4.277  0.40
H5 -9.386 2.707 0.388  0.48
H6 -0.186 0.723 -3.178  0.24
H7 2.111 1.289 -3.167  0.16
H8 4.290 0.225 -0.814  0.22
H9 8.040 -3.797 -3.490  0.44
H10 4.343 -5.733 5.942  0.41
H11 3.428 -0.912 -3.612  0.00
H12 4.790 -1.587 -2.482  0.08
H13 2.179 1.559 0.109  0.31
H14 -4.236 1.442 1.216  0.49
H15 1.061 3.904 3.613  0.49
H16 8.546 -6.067 -2.598  0.40
H17 -3.373 -4.169 -0.203  0.46
H18 0.788 6.992 6.674  0.40
H19 4.266 -1.046 -6.190  0.42
H20 6.760 -1.937 3.718  0.42
H21 4.442 -5.616 3.456  0.46
H22 1.897 2.884 -1.204  0.26
H23 5.159 -0.200 -3.840  0.31
H24 -0.048 -1.014 -6.791  0.45
H25 -0.260 0.725 -0.084  0.29
H26 -6.860 3.856 4.748  0.44
H27 4.592 1.528 -2.230  0.21
H28 4.552 -2.309 -8.319  0.42
H29 6.064 -5.249 0.887  0.50
H30 -8.365 3.745 2.410  0.42
H31 -1.291 3.231 4.084  0.35
H32 1.070 -6.282 0.792  0.43
H33 -2.208 0.012 -3.270  0.24
H34 1.846 -0.235 -2.091  0.25
H35 -6.588 0.769 1.687  0.52
H36 -1.564 6.318 7.146  0.42
H37 6.662 -2.054 6.204  0.40
H38 -8.932 7.698 0.669  0.42
H39 -9.953 6.660 -1.352  0.41
H40 -0.381 2.573 -0.433  0.29
H41 0.238 -2.277 -8.920  0.40

=====

# 2
DFT (ωB97M-V/def2-TZVPD) results for a 15-piece molecular cluster, C48H135N9O15 overall.

Summary:
Total energy = -3530.74247 Eh
E_HOMO = -0.3093 Ha
Lowest unoccupied orbital energy = 0.45 eV
Gap between HOMO and LUMO = 8.87 eV
2S+1 = 1
Charge = 0
Relative energy (zero: lowest compared OMol25 entry of this formula, charge and spin) = 570.4 kJ/mol
Max |F| = 3.745 eV/Å

Each line ends with the Mulliken charge.
Positions of all 207 atoms, in Å:
O1 -0.398 0.871 0.213  0.49
O2 1.692 -0.048 -6.873  -0.36
O3 -2.678 0.098 5.530  -0.68
O4 -2.358 5.716 -1.990  -0.48
O5 0.689 6.494 5.339  -0.31
O6 1.888 2.055 -0.005  -0.33
O7 4.356 -3.030 -4.021  -0.27
O8 -0.240 -6.416 -2.387  -0.41
O9 -5.146 -0.227 -3.555  -0.48
O10 -1.770 -5.133 3.876  -0.44
O11 5.314 1.387 4.564  -0.38
O12 3.164 -2.791 2.796  -0.09
O13 -4.293 0.343 3.131  -0.51
O14 -6.642 3.208 -2.399  -0.45
O15 -4.796 2.993 3.781  -0.40
N1 3.433 2.805 2.549  -0.33
N2 -3.736 2.310 -4.331  -0.66
N3 5.385 -1.278 0.245  -0.77
N4 -1.538 -1.815 -0.748  0.97
N5 -1.620 -0.962 -5.617  -0.42
N6 -4.032 -4.654 1.071  -0.58
N7 8.130 -3.247 -4.221  -0.83
N8 2.879 8.079 5.756  -0.73
N9 -1.949 -3.263 -3.368  0.32
C1 -0.061 5.863 -1.211  -1.10
C2 -5.282 4.167 3.154  -0.31
C3 -0.546 5.861 5.083  -0.81
C4 -3.299 1.285 -3.454  1.72
C5 0.012 -0.457 0.656  0.30
C6 -2.208 1.921 -2.622  -1.04
C7 -1.881 -4.706 -3.067  0.90
C8 -0.158 -1.594 -0.324  -0.09
C9 -1.065 -4.475 4.860  -0.41
C10 -5.697 -1.450 -3.056  -0.35
C11 2.294 0.739 -5.829  -0.47
C12 0.300 -0.023 -6.986  -1.00
C13 -2.523 -4.300 2.998  0.39
C14 -1.512 6.066 -0.866  0.08
C15 5.708 -2.578 -4.261  -0.88
C16 -0.154 -0.986 -5.784  1.38
C17 0.261 -2.415 -6.030  -0.53
C18 5.932 0.431 5.407  -0.66
C19 1.311 7.016 4.174  -0.59
C20 -4.735 0.335 1.753  -0.50
C21 2.868 1.668 -0.942  0.57
C22 -4.293 -1.013 1.000  -0.18
C23 -4.438 0.569 -2.615  1.32
C24 -0.420 -5.097 -2.808  -0.29
C25 3.685 6.103 4.848  -1.13
C26 3.334 -2.083 -4.216  -0.57
C27 -0.771 -0.874 4.380  0.38
C28 -1.768 -5.693 0.953  -1.22
C29 2.935 2.162 3.746  0.62
C30 4.113 2.626 -0.957  -1.20
C31 -2.456 -5.445 -4.281  -1.81
C32 0.587 -1.338 -1.673  0.29
C33 6.548 -4.009 -2.504  -1.19
C34 3.763 -2.928 -0.284  -2.18
C35 1.466 1.801 3.657  -0.33
C36 -1.444 1.403 0.967  0.46
C37 3.282 -3.312 4.103  -0.84
C38 1.083 -6.788 -2.478  -0.65
C39 -6.569 2.937 -0.029  -0.21
C40 -7.206 3.620 -1.217  -0.78
C41 -1.483 0.361 4.851  -0.40
C42 2.782 7.338 4.598  0.16
C43 4.430 -2.411 2.192  -0.76
C44 6.735 -3.644 -3.990  0.64
C45 -4.183 4.696 2.294  -0.54
C46 3.971 1.032 4.237  -1.00
C47 4.136 -1.887 0.723  3.20
C48 -2.999 -5.217 1.855  0.09
H1 -4.267 1.258 3.419  0.51
H2 2.407 -2.931 4.630  0.12
H3 -4.017 3.053 -3.708  0.33
H4 8.330 -3.135 -5.204  0.28
H5 -4.740 -0.845 0.020  -0.33
H6 6.202 -1.845 0.069  0.22
H7 -4.845 -1.876 1.371  0.45
H8 -0.326 -3.040 -6.703  0.33
H9 6.431 -3.151 -1.842  0.06
H10 0.277 -4.803 -3.592  0.62
H11 -2.054 -3.420 2.557  -0.48
H12 3.594 3.561 -1.170  0.32
H13 -0.582 -3.686 4.284  -0.09
H14 -7.170 4.707 -1.142  0.27
H15 3.339 0.986 -6.012  0.32
H16 5.780 -4.735 -2.237  0.29
H17 -1.607 7.117 -0.593  0.27
H18 -3.892 -3.682 0.836  -0.01
H19 -1.713 -2.714 -1.173  -0.38
H20 -6.186 3.868 2.624  0.10
H21 3.032 2.897 4.545  0.11
H22 0.275 -2.885 -5.046  -0.31
H23 -6.395 -1.833 -3.801  0.35
H24 -1.630 1.116 4.079  0.14
H25 -3.306 -0.329 4.943  0.36
H26 -3.398 -6.124 2.309  0.51
H27 -1.991 -1.403 -6.447  0.29
H28 8.693 -4.080 -4.129  0.26
H29 -4.578 1.944 -4.752  0.40
H30 4.234 -3.896 -0.115  0.53
H31 4.739 6.286 5.059  0.37
H32 6.583 -4.429 -4.730  0.29
H33 -3.522 -5.360 -4.493  0.44
H34 -5.670 3.501 0.221  -0.01
H35 2.341 -2.449 -3.953  -0.20
H36 0.201 4.806 -1.173  0.19
H37 -1.671 1.142 -2.080  -0.29
H38 2.746 -3.311 -0.205  0.27
H39 4.073 0.450 3.321  0.15
H40 -2.347 -6.512 -4.088  0.42
H41 4.572 2.651 0.031  0.20
H42 -1.899 -5.111 -5.157  0.29
H43 1.391 6.412 3.270  0.33
H44 1.869 1.743 -5.860  0.36
H45 3.421 -1.068 0.651  -1.51
H46 0.272 -0.654 4.153  0.01
H47 -5.064 1.268 -2.060  -0.29
H48 3.231 5.571 5.684  0.26
H49 1.146 1.364 4.603  0.46
H50 2.328 1.624 -1.888  0.25
H51 -1.942 2.124 0.318  -0.39
H52 -0.487 4.960 4.473  0.14
H53 5.940 -0.572 4.979  0.18
H54 4.372 2.548 2.281  0.28
H55 -0.947 0.906 5.627  0.39
H56 1.057 1.591 -0.128  0.22
H57 -3.409 5.028 2.986  0.23
H58 1.284 -2.218 -6.351  0.47
H59 0.526 6.472 -0.523  0.33
H60 1.284 1.100 2.843  -0.48
H61 4.880 -1.597 2.760  0.10
H62 -1.065 -6.285 1.540  0.48
H63 -1.328 -1.232 3.515  -0.39
H64 5.726 -2.336 -5.324  0.38
H65 -1.194 5.770 5.954  0.41
H66 1.317 -7.309 -3.406  0.28
H67 3.399 0.417 4.932  0.53
H68 5.757 -1.656 -3.682  0.31
H69 -1.996 -6.308 0.083  0.35
H70 3.377 -1.159 -3.638  0.27
H71 -0.855 -1.602 5.188  0.30
H72 -0.377 -0.896 1.575  -0.70
H73 -2.594 -4.974 -2.287  -0.03
H74 3.239 -1.674 -5.222  0.64
H75 5.502 0.457 6.408  0.31
H76 -7.132 2.526 -2.865  0.27
H77 5.697 -0.525 0.841  0.21
H78 -0.187 0.949 -6.911  0.36
H79 2.231 8.851 5.818  0.27
H80 3.945 -2.646 -1.321  0.43
H81 -4.403 1.259 1.280  -0.10
H82 -5.098 3.043 4.690  0.20
H83 -8.267 3.458 -1.409  0.36
H84 -1.118 -2.862 -3.780  -1.05
H85 -0.941 1.842 1.829  -0.03
H86 -1.548 -3.823 5.588  0.33
H87 -2.547 2.718 -1.961  0.48
H88 -1.857 5.564 0.038  0.06
H89 6.998 0.659 5.423  0.30
H90 -6.295 1.885 -0.105  -0.10
H91 0.915 2.726 3.488  0.16
H92 -3.800 3.823 1.766  -0.15
H93 -5.821 0.373 1.830  0.71
H94 -6.089 -1.469 -2.040  0.27
H95 -0.470 -5.148 5.477  0.35
H96 -4.433 5.514 1.618  0.41
H97 -7.171 3.037 0.875  0.60
H98 -4.823 -2.096 -3.135  -0.10
H99 -3.940 -0.093 -1.908  -0.69
H100 4.158 -3.091 4.713  0.31
H101 3.239 7.925 3.802  0.40
H102 2.931 2.529 1.717  0.02
H103 -2.069 0.639 1.429  -0.28
H104 0.627 -2.184 -2.359  -0.24
H105 -3.321 -3.895 3.619  0.43
H106 0.917 7.981 3.854  0.38
H107 1.324 -7.554 -1.742  0.29
H108 -1.928 5.963 -2.813  0.28
H109 0.210 6.078 -2.244  0.39
H110 0.038 -2.569 0.121  0.89
H111 0.233 -0.399 -2.098  -0.13
H112 -4.880 -4.667 1.620  0.37
H113 -1.282 -4.842 0.475  -0.06
H114 -1.868 -1.161 -1.443  -0.65
H115 4.782 2.566 -1.815  0.37
H116 2.266 0.419 -4.787  -0.06
H117 1.655 -1.246 -1.475  -0.19
H118 -3.234 -1.175 0.797  -0.03
H119 -2.027 -0.039 -5.664  0.24
H120 5.155 -3.223 2.239  0.42
H121 -5.603 4.875 3.918  0.51
H122 -2.789 0.559 -4.088  -1.54
H123 -1.160 6.580 4.540  0.37
H124 -0.299 -4.393 -1.985  0.06
H125 0.287 -0.574 -4.877  -0.79
H126 -2.725 -2.899 -3.901  0.28
H127 1.090 -0.400 0.807  -0.22
H128 3.131 0.624 -0.770  -0.49
H129 2.536 7.452 6.470  0.34
H130 -0.129 -0.547 -7.840  0.42
H131 7.378 -4.606 -2.125  0.48
H132 -1.377 2.306 -3.213  0.44
H133 3.667 5.358 4.053  0.18
H134 3.224 -4.368 3.843  0.33
H135 1.765 -5.937 -2.479  0.22

=====

Q: Look up the E_HOMO of the first one.
A: -0.3714 Ha

=====

Q: Among the records above, which one has the highest gap between HOMO and LUMO?
A: C48H135N9O15

=====

Q: Which of these has the lowest lowest unoccupied orbital energy?
A: C50H41F3O18S